ORCA calculation (the ωB97M-V functional and the def2-TZVPD basis) on a 3-piece molecular cluster, C33H61BN2O8S overall at a distorted geometry.

```
! RIJCOSX wB97M-V def2-TZVPD def2/J DEFGRID3
* xyz 0 1
C 3.00 -3.09 3.48
C 1.59 -2.84 2.84
O 1.03 -1.79 3.05
O 1.07 -3.87 2.08
C 0.48 -3.35 0.85
C -1.07 -3.03 1.05
C -1.87 -4.05 0.15
C -3.39 -4.18 0.55
C -4.22 -2.84 0.41
C -4.90 -2.63 -0.99
C -3.88 -2.38 -2.18
C -2.79 -1.30 -1.86
N -2.54 -0.32 -2.94
C -1.11 -0.17 -3.24
C -0.30 0.52 -2.05
C -1.06 1.85 -1.67
O -2.17 1.63 -0.78
C -2.12 2.45 0.35
C -1.69 1.86 1.63
C -1.64 2.64 2.85
C -1.21 1.94 4.23
C -2.03 4.09 2.80
C -2.45 4.63 1.53
C -2.52 3.85 0.27
C -3.02 4.61 -0.99
C -1.85 5.41 -1.72
C -3.87 3.73 -2.00
O 0.98 0.86 -2.61
C 2.04 0.64 -1.70
C 3.23 1.60 -2.18
C 2.64 -0.84 -1.77
B 2.50 -1.40 -3.28
O 1.80 -2.57 -3.63
O 3.08 -0.68 -4.36
N 1.73 1.07 -0.29
C 2.70 0.95 0.45
S 4.09 0.98 1.26
H 2.95 -4.05 4.06
H 3.72 -3.16 2.62
H 3.27 -2.20 4.10
H 1.03 -2.39 0.64
H 0.63 -4.08 0.02
H -1.26 -3.22 2.14
H -1.24 -1.95 0.78
H -1.72 -3.82 -0.94
H -1.41 -5.07 0.30
H -3.92 -4.98 -0.04
H -3.40 -4.48 1.64
H -5.04 -2.87 1.18
H -3.55 -1.99 0.71
H -5.62 -1.77 -0.90
H -5.51 -3.53 -1.26
H -4.51 -2.01 -3.04
H -3.38 -3.36 -2.43
H -1.80 -1.77 -1.59
H -3.14 -0.70 -0.97
H -3.05 -0.55 -3.80
H -0.66 -1.20 -3.41
H -0.97 0.42 -4.18
H -0.27 -0.23 -1.22
H -1.47 2.29 -2.62
H -0.32 2.52 -1.15
H -1.41 0.78 1.69
H -2.09 1.85 4.93
H -0.40 2.57 4.66
H -0.91 0.89 3.98
H -2.01 4.69 3.75
H -2.74 5.71 1.50
H -3.72 5.41 -0.62
H -1.44 6.20 -1.03
H -1.07 4.74 -2.15
H -2.32 5.97 -2.58
H -4.78 4.25 -2.39
H -4.23 2.84 -1.42
H -3.23 3.30 -2.82
H 4.22 1.20 -1.88
H 3.09 2.61 -1.72
H 3.22 1.74 -3.29
H 2.17 -1.53 -1.02
H 3.74 -0.84 -1.54
H 1.36 -2.92 -2.83
H 2.34 -0.20 -4.79
C 5.18 -5.07 -3.72
C 4.27 -5.90 -2.82
C 3.00 -6.30 -3.55
O 3.93 -5.14 -1.66
H 4.68 -4.15 -4.03
H 6.08 -4.78 -3.18
H 5.47 -5.63 -4.61
H 4.80 -6.79 -2.48
H 2.43 -5.42 -3.86
H 2.35 -6.89 -2.90
H 3.23 -6.90 -4.44
H 3.46 -4.35 -1.96
C 2.47 4.56 5.87
C 1.42 5.53 5.33
C 1.88 6.97 5.47
O 0.20 5.35 6.05
H 2.66 4.74 6.93
H 2.12 3.53 5.78
H 3.41 4.66 5.32
H 1.21 5.30 4.29
H 2.04 7.23 6.51
H 1.11 7.65 5.09
H 2.80 7.14 4.91
H 0.38 5.55 6.98
*
```

The value obtained for the orbital gap is 8.30 eV. The SMILES is CC(=O)OCCCCCCCCNC[C@H](COc1cc(C)ccc1C(C)C)O[C@](C)(CB(O)O)N=C=S.CC(C)O.CC(C)O.

Results of the Mulliken charge analysis, in e, for atoms 1 through 99: atom 1 (C): -0.963, atom 2 (C): 0.657, atom 3 (O): -0.471, atom 4 (O): -0.477, atom 5 (C): -0.287, atom 6 (C): 0.480, atom 7 (C): -0.468, atom 8 (C): -1.093, atom 9 (C): -0.146, atom 10 (C): -0.919, atom 11 (C): -0.831, atom 12 (C): 1.269, atom 13 (N): -0.146, atom 14 (C): -1.176, atom 15 (C): 0.680, atom 16 (C): -0.762, atom 17 (O): 0.192, atom 18 (C): 0.357, atom 19 (C): -0.156, atom 20 (C): 0.432, atom 21 (C): -0.871, atom 22 (C): -0.776, atom 23 (C): -0.925, atom 24 (C): 0.127, atom 25 (C): 0.241, atom 26 (C): -1.092, atom 27 (C): -1.197, atom 28 (O): -0.442, atom 29 (C): 1.395, atom 30 (C): -1.611, atom 31 (C): -0.582, atom 32 (B): 0.768, atom 33 (O): -0.454, atom 34 (O): -0.628, atom 35 (N): -0.401, atom 36 (C): 0.514, atom 37 (S): -0.277, atom 38 (H): 0.309, atom 39 (H): 0.239, atom 40 (H): 0.290, atom 41 (H): -0.208, atom 42 (H): 0.578, atom 43 (H): 0.536, atom 44 (H): -0.610, atom 45 (H): 0.224, atom 46 (H): 0.455, atom 47 (H): 0.347, atom 48 (H): 0.361, atom 49 (H): 0.391, atom 50 (H): -0.042, atom 51 (H): 0.332, atom 52 (H): 0.427, atom 53 (H): 0.350, atom 54 (H): 0.293, atom 55 (H): -0.705, atom 56 (H): -0.272, atom 57 (H): 0.367, atom 58 (H): 0.337, atom 59 (H): 0.448, atom 60 (H): -0.354, atom 61 (H): -0.036, atom 62 (H): 0.651, atom 63 (H): 0.146, atom 64 (H): 0.299, atom 65 (H): 0.113, atom 66 (H): 0.202, atom 67 (H): 0.390, atom 68 (H): 0.289, atom 69 (H): 0.589, atom 70 (H): 0.315, atom 71 (H): 0.196, atom 72 (H): 0.364, atom 73 (H): 0.376, atom 74 (H): 0.241, atom 75 (H): 0.238, atom 76 (H): 0.346, atom 77 (H): 0.469, atom 78 (H): 0.263, atom 79 (H): -0.512, atom 80 (H): 0.461, atom 81 (H): 0.200, atom 82 (H): 0.329, atom 83 (C): -1.063, atom 84 (C): 0.377, atom 85 (C): -1.076, atom 86 (O): -0.519, atom 87 (H): 0.163, atom 88 (H): 0.308, atom 89 (H): 0.387, atom 90 (H): 0.304, atom 91 (H): 0.161, atom 92 (H): 0.305, atom 93 (H): 0.396, atom 94 (H): 0.264, atom 95 (C): -1.272, atom 96 (C): 0.522, atom 97 (C): -1.411, atom 98 (O): -0.526, atom 99 (H): 0.335